# C16H32BaN2O21P3

A molecular structure, C16H32BaN2O21P3 (ωB97M-V/def2-TZVPD, OMol25).

```
75
Properties=species:S:1:pos:R:3:forces:R:3:lowdin_charge:R:1
Ba -1.2979 -0.7065 -0.9735 -0.8 1.1 -0.5 2.014
C -3.0323 3.5232 -2.7146 0.7 1.0 -0.4 -0.015
C -2.4901 4.7223 -3.2827 -0.1 -0.2 0.2 -0.390
C -0.9926 4.6989 -3.7096 -0.3 0.0 0.0 -0.384
O -0.5182 5.6936 -4.2496 0.2 0.0 0.0 0.009
C -0.2486 3.5146 -3.4039 -0.2 0.5 -0.2 -0.041
C -0.7720 2.4024 -2.7792 1.0 0.2 0.5 -0.398
C -2.2869 2.3808 -2.4731 -1.6 -0.7 -0.1 -0.402
O -2.9123 1.3388 -2.0561 2.0 -0.5 0.0 -0.211
O 0.0340 1.4761 -2.3789 -1.2 -0.8 0.2 -0.224
O -3.1296 5.7596 -3.4423 0.0 0.0 -0.1 0.002
H -4.0996 3.5473 -2.5425 0.0 -0.3 0.2 0.105
H 0.8154 3.5843 -3.6103 0.0 -0.3 0.0 0.099
N -4.4061 -1.5613 -0.0661 -0.3 0.4 -0.7 -0.616
O -5.5712 -1.5078 0.3010 0.2 -0.2 0.4 0.007
O -4.1180 -1.9526 -1.2190 0.5 -0.2 0.1 -0.109
O -3.4572 -1.1656 0.6786 0.1 -0.1 0.4 -0.242
C 2.8302 1.5163 0.0065 0.0 0.1 0.0 0.072
N 1.8850 0.7690 0.8733 -0.1 0.3 0.0 -0.402
O 1.1855 -0.0578 0.3271 0.3 -0.1 0.2 -0.060
O 1.8546 1.0438 2.0580 0.0 -0.2 -0.2 0.075
H 3.3388 0.7753 -0.6035 0.0 0.1 -0.1 0.084
H 3.5091 2.0770 0.6379 0.0 0.0 0.1 0.100
H 2.2350 2.1843 -0.6160 -0.1 -0.2 -0.1 0.098
C -2.5683 -2.9804 3.3674 0.0 0.6 0.0 -0.051
O -1.1364 -3.1557 3.5675 0.3 0.0 -0.3 -0.216
P -0.2598 -3.2539 2.2435 -0.4 0.0 0.1 0.362
O -0.5938 -2.2367 1.2430 0.0 -0.5 -0.1 -0.341
O 1.2407 -3.2176 2.7400 -0.2 -0.2 0.2 -0.221
C 1.8191 -1.9909 3.2171 0.0 0.0 0.0 -0.064
O -0.4204 -4.7586 1.7604 0.1 0.4 -0.1 -0.189
C 0.0121 -5.8137 2.6166 0.3 -0.3 0.5 -0.098
H -2.9047 -2.3041 4.1503 0.0 -0.2 0.2 0.091
H -3.0688 -3.9424 3.4286 0.0 0.0 0.0 0.090
H -2.7716 -2.4745 2.4208 0.0 -0.2 -0.1 0.057
H 2.2161 -2.1790 4.2123 0.0 0.0 0.0 0.094
H 1.0926 -1.1827 3.2424 0.0 0.0 0.0 0.068
H 2.6267 -1.7138 2.5430 0.0 0.0 0.0 0.080
H -0.7926 -6.5088 2.8529 -0.2 0.2 -0.4 0.091
H 0.3743 -5.4392 3.5754 0.1 0.1 -0.1 0.082
H 0.8233 -6.3511 2.1285 0.0 0.0 -0.1 0.090
C 3.2558 -2.9200 -0.2537 0.3 0.2 0.2 -0.076
O 3.1065 -3.3357 -1.6160 -0.2 0.3 -0.2 -0.200
P 2.1885 -2.4235 -2.5448 0.7 -0.2 -0.4 0.366
O 0.8736 -2.1056 -1.9958 -0.3 -0.1 -0.2 -0.348
O 2.1518 -3.2477 -3.9008 -0.3 0.0 0.6 -0.181
C 3.3618 -3.7476 -4.4368 1.1 -0.1 -0.8 -0.114
O 3.1296 -1.1902 -2.8560 -0.2 -0.1 0.4 -0.214
C 2.5540 0.0291 -3.3895 -0.2 0.1 -0.6 -0.055
H 3.1809 -1.8340 -0.1618 -0.1 0.0 0.0 0.069
H 4.2543 -3.2103 0.0694 0.0 -0.1 0.0 0.095
H 2.5050 -3.3830 0.3828 -0.1 0.0 -0.1 0.083
H 3.4248 -3.5063 -5.5000 -0.4 -0.1 0.0 0.092
H 3.4505 -4.8273 -4.3244 -0.3 0.0 0.2 0.090
H 4.2670 -3.3047 -4.0143 -0.3 0.1 0.4 0.085
H 2.7946 0.8506 -2.7264 -0.1 0.0 0.0 0.066
H 1.4726 -0.0231 -3.5152 0.0 0.0 0.4 0.073
H 2.9826 0.2053 -4.3763 0.2 0.0 0.1 0.094
C -1.5200 0.9851 3.3979 -0.5 0.0 1.0 -0.073
O -0.8595 2.1820 2.9621 0.2 0.0 -0.4 -0.213
P -1.1495 2.6233 1.4679 -0.2 0.9 -0.3 0.369
O -1.1979 1.5392 0.4898 -0.3 -0.2 0.3 -0.351
O -0.0185 3.6830 1.1684 0.2 -0.1 0.7 -0.212
C -0.0676 4.3462 -0.1250 0.0 -0.2 -0.1 -0.039
O -2.4870 3.4882 1.5573 0.0 -0.8 -0.1 -0.184
C -2.5787 4.5305 2.5180 0.4 0.6 0.1 -0.095
H -2.0681 0.4426 2.6277 0.4 0.0 -0.3 0.081
H -2.2617 1.2584 4.1564 0.1 0.1 -0.1 0.093
H -0.7831 0.3630 3.9020 0.1 -0.1 -0.3 0.081
H -1.0467 4.2139 -0.5873 0.0 0.1 -0.1 0.085
H 0.6784 3.9038 -0.7819 -0.1 0.0 0.0 0.073
H 0.1566 5.3968 0.0354 -0.1 0.0 0.1 0.096
H -3.6050 4.6340 2.8595 -0.1 -0.2 -0.2 0.090
H -2.2526 5.4650 2.0550 -0.1 0.0 0.0 0.092
H -1.9363 4.3666 3.3855 0.0 -0.2 0.0 0.083
```
Positions in Å, forces in eV/Å.

Results
- 2S+1: 1
- Orbital gap: 5.13 eV
- HOMO energy: -3.5 eV
- Charge: -1
- Maximum force: 2.06 eV/A
- ΔE to the lowest compared entry with this formula, charge and spin: 2.65 kcal per mole
- Lowest unoccupied orbital energy: 1.67 eV


# C16H32Cl16

8 unconnected molecules or ions with the total composition C16H32Cl16 (ωB97M-V/def2-TZVPD, OMol25).

```
64
Properties=species:S:1:pos:R:3:forces:R:3:nbo_charge:R:1
Cl 2.6618 -2.8064 3.4256 0.2 -0.1 -0.1 -0.059
C 3.7045 -1.4912 4.0274 0.0 -0.5 0.5 -0.387
C 3.1415 -0.1502 3.7242 -0.3 0.8 0.4 -0.389
Cl 3.3631 0.3194 2.0214 0.1 0.0 0.0 -0.069
H 4.7075 -1.6101 3.6363 0.1 -0.1 -0.2 0.226
H 3.7412 -1.6134 5.1092 0.0 0.0 0.0 0.223
H 3.6246 0.5944 4.3645 0.1 0.0 -0.3 0.228
H 2.0808 -0.0895 3.9552 -0.1 -0.1 -0.2 0.233
Cl 5.5274 1.7857 -1.1039 0.3 -0.1 0.0 -0.047
C 3.8091 2.1340 -1.2874 -0.6 0.0 0.0 -0.404
C 3.5502 3.5777 -1.6228 0.0 0.2 0.1 -0.383
Cl 3.7986 4.6064 -0.1898 0.0 0.2 0.1 -0.066
H 3.3029 1.8638 -0.3629 0.1 0.1 0.1 0.223
H 3.4003 1.5071 -2.0693 0.1 -0.2 -0.3 0.227
H 2.5210 3.7159 -1.9473 0.0 0.0 0.1 0.224
H 4.2224 3.9478 -2.3890 0.0 -0.1 -0.1 0.223
Cl -1.4342 -3.5294 -2.2826 0.1 0.2 -0.1 -0.047
C -1.9300 -4.7079 -3.5087 -0.5 -0.4 0.2 -0.399
C -0.8507 -5.6623 -3.8829 0.6 -0.2 -0.6 -0.367
Cl 0.4959 -4.8617 -4.7847 -0.2 -0.2 0.3 -0.085
H -2.3170 -4.2212 -4.3975 0.0 0.3 0.1 0.223
H -2.7293 -5.2900 -3.0473 -0.1 0.0 -0.1 0.226
H -1.2481 -6.3881 -4.5883 -0.1 -0.1 0.1 0.226
H -0.4263 -6.1901 -3.0357 0.1 0.1 0.1 0.230
Cl 0.2142 3.9367 0.0213 0.2 -0.2 0.0 -0.054
C -0.7811 5.3943 -0.0953 -0.6 0.1 0.2 -0.390
C -2.2579 5.0668 0.0389 0.2 0.2 -0.4 -0.389
Cl -2.6238 4.2832 1.5830 -0.2 0.0 0.2 -0.053
H -0.6091 5.8464 -1.0673 0.1 0.1 0.0 0.224
H -0.4865 6.0781 0.6956 0.2 0.0 0.0 0.224
H -2.5870 4.4163 -0.7682 0.0 -0.1 0.1 0.220
H -2.8366 5.9878 -0.0184 0.0 0.0 0.1 0.223
Cl -4.1854 -6.4104 1.3094 0.0 0.0 0.0 -0.062
C -4.7902 -4.7508 1.0661 -0.6 0.0 0.0 -0.382
C -3.6888 -3.8954 0.5178 0.3 0.2 0.8 -0.384
Cl -4.2638 -2.2057 0.4663 -0.1 0.1 -0.2 -0.070
H -5.1193 -4.3537 2.0221 0.1 -0.1 0.1 0.223
H -5.6659 -4.7861 0.4225 0.1 -0.1 -0.1 0.217
H -3.3185 -4.1928 -0.4508 -0.1 0.0 -0.2 0.224
H -2.8818 -3.9102 1.2456 0.3 0.1 -0.2 0.233
Cl -0.2592 -2.2363 1.4409 0.0 -0.4 -0.2 -0.068
C -0.7088 -1.0231 0.2142 0.4 0.2 0.1 -0.399
C -0.0492 0.2816 0.5946 -0.6 0.2 -0.1 -0.383
Cl -0.7553 0.8735 2.1334 0.2 0.1 0.0 -0.087
H -1.7898 -0.9671 0.2179 -0.1 0.2 0.0 0.233
H -0.3618 -1.3267 -0.7748 0.1 -0.2 0.2 0.231
H -0.2635 1.0572 -0.1393 0.0 -0.1 -0.1 0.224
H 1.0212 0.1780 0.7282 0.0 -0.1 0.1 0.237
Cl 0.7871 -0.6629 -3.1279 0.0 0.3 0.2 -0.081
C 1.0248 -1.4724 -4.6989 0.4 -0.1 0.4 -0.381
C 1.4197 -0.5020 -5.7689 0.0 0.3 0.0 -0.385
Cl 3.0567 0.1578 -5.4812 0.0 0.0 0.0 -0.063
H 0.0974 -1.9883 -4.9089 -0.1 0.0 -0.2 0.232
H 1.8282 -2.1844 -4.5392 -0.1 -0.2 0.0 0.230
H 0.7326 0.3386 -5.8048 0.0 0.0 -0.1 0.222
H 1.4619 -1.0054 -6.7275 -0.1 -0.1 -0.1 0.226
Cl -1.6310 3.7430 6.9786 0.0 0.0 0.1 -0.054
C -1.6593 3.8747 5.2106 -0.3 0.5 -0.5 -0.393
C -0.4834 3.2106 4.5383 -0.4 -0.2 0.5 -0.394
Cl 1.0716 3.8297 5.1350 0.1 0.1 -0.1 -0.061
H -1.7228 4.9286 4.9337 0.2 0.0 0.3 0.217
H -2.5890 3.4245 4.8630 0.1 -0.2 0.0 0.223
H -0.5407 3.3784 3.4702 0.1 0.0 -0.1 0.242
H -0.5228 2.1472 4.7604 0.2 -0.1 -0.1 0.217
```
Positions in Å, forces in eV/Å.

Results
- 2S+1: 1
- Orbital gap: 10.69 eV
- HOMO energy: -10.4 eV
- SMILES: ClCCCl.ClCCCl.ClCCCl.ClCCCl.ClCCCl.ClCCCl.ClCCCl.ClCCCl
- Maximum force: 0.91 eV/A
- ΔE to the lowest compared entry with this formula, charge and spin: 7.12 kcal per mole
- Lowest unoccupied orbital energy: 0.33 eV


# C16H32ClNiO10

A molecular structure, C16H32ClNiO10 (ωB97M-V/def2-TZVPD, OMol25).

```
60
Properties=species:S:1:pos:R:3:forces:R:3:nbo_charge:R:1
Ni -0.1719 -2.0243 -1.2913 -0.8 2.3 1.5 1.604
Cl -1.8980 -0.9734 0.0399 0.9 -0.6 -0.7 -0.740
C -0.5978 3.1624 -0.7372 -0.5 -0.3 1.3 -0.632
C 0.2074 2.3369 0.2764 -1.8 -0.9 -1.4 -0.063
O 1.4182 1.9296 -0.3757 1.6 -0.5 -0.6 -0.479
C 1.6754 0.8683 -1.1582 2.1 -1.6 1.4 1.056
O 1.0475 -0.1957 -1.2669 -0.1 1.1 0.0 -0.774
O 2.9709 0.9565 -1.6016 -1.6 1.2 0.7 -0.482
C 3.6686 -0.1130 -2.2699 -0.5 -0.4 0.0 -0.253
H -0.3548 4.2061 -0.5380 0.1 0.0 -0.9 0.237
H -1.6536 3.0460 -0.4924 -0.1 0.1 0.0 0.217
H -0.4879 2.7829 -1.7530 0.3 0.4 0.0 0.227
H -0.3442 1.4640 0.6257 0.0 -0.4 -0.5 0.179
H 0.2850 2.9397 1.1812 1.6 0.0 -0.3 0.197
H 3.5058 -1.0581 -1.7519 -0.4 0.0 -0.2 0.186
H 4.7454 0.0511 -2.2286 -0.2 0.6 0.2 0.232
H 3.3750 -0.1283 -3.3195 0.0 -0.2 0.2 0.194
C 3.8498 -2.2943 0.7506 0.4 -2.1 0.2 -0.643
C 3.4050 -3.7804 0.8382 -0.2 0.6 -1.1 -0.067
O 2.3390 -3.9189 1.7686 -3.9 0.6 0.6 -0.476
C 1.0370 -3.4659 1.5767 1.5 0.3 1.4 1.061
O 0.5567 -2.9551 0.5503 0.6 -0.9 0.7 -0.780
O 0.4194 -3.5474 2.8071 4.1 -1.0 -2.3 -0.465
C -0.9042 -3.2920 3.0062 -2.6 0.8 -0.6 -0.261
H 4.2861 -2.0503 1.7192 -0.3 0.5 -0.1 0.238
H 2.9978 -1.6958 0.4282 0.2 0.2 0.2 0.201
H 4.6667 -2.2841 0.0290 -0.1 0.4 -0.1 0.230
H 4.1400 -4.5078 1.1829 0.2 0.5 0.3 0.228
H 3.1057 -4.1873 -0.1277 -0.3 0.2 -0.2 0.178
H -1.1272 -2.3209 2.5643 -0.5 0.0 0.0 0.179
H -1.1651 -3.2914 4.0645 0.6 0.0 0.0 0.216
H -1.5394 -4.0522 2.5516 0.0 0.0 -0.2 0.203
C -3.3437 1.9628 -3.0509 0.5 2.0 0.4 -0.625
C -2.9637 0.5656 -3.2893 -3.5 -0.2 -0.6 -0.113
O -1.8518 0.5034 -4.1004 2.3 -0.5 0.1 -0.425
C -0.9157 -0.3684 -3.9572 1.8 -0.2 -0.8 1.064
O -0.7979 -1.1984 -3.0177 0.1 0.6 -1.8 -0.819
O -0.0894 -0.1345 -5.0282 0.5 -1.7 0.8 -0.471
C 1.0853 -1.0296 -5.2683 -0.7 -0.7 1.9 -0.260
H -4.4243 2.0107 -2.9163 0.2 0.2 0.4 0.240
H -3.0892 2.6231 -3.8800 -0.2 -0.3 -0.4 0.234
H -2.7652 2.3972 -2.2356 -0.5 0.0 0.4 0.193
H -3.7109 0.2798 -4.0297 -0.5 -0.9 0.5 0.203
H -3.0734 -0.0030 -2.3659 1.0 -0.5 -0.3 0.228
H 0.7564 -2.0651 -5.1815 -0.2 0.0 -0.1 0.196
H 1.7607 -0.8741 -4.4270 0.1 0.1 -0.2 0.174
H 1.6357 -0.9574 -6.2064 -0.8 1.0 -0.1 0.244
C -2.1699 2.6590 4.4579 0.3 1.4 1.7 -0.433
C -1.7791 2.3913 3.0378 0.2 1.1 0.1 -0.463
C -1.4970 0.9245 3.0638 -0.1 0.6 0.3 -0.144
O -1.3669 0.5343 4.4609 0.4 -0.4 -0.4 -0.010
C -1.3295 1.7010 5.3008 -2.2 0.3 -0.7 -0.138
H -3.2373 2.5417 4.6448 0.0 -0.5 0.0 0.249
H -1.9498 3.6507 4.8531 0.0 0.3 -0.5 0.266
H -0.8668 2.9313 2.7845 -0.1 0.1 0.0 0.229
H -2.5776 2.7320 2.3787 0.2 -0.4 -0.2 0.270
H -0.5182 0.6950 2.6426 0.2 -0.7 -0.1 0.285
H -2.2652 0.3950 2.5003 0.0 -1.0 0.4 0.311
H -0.3032 1.9976 5.5175 0.5 -0.1 -0.4 0.285
H -1.8106 1.5274 6.2633 0.2 -0.8 0.1 0.278
```
Positions in Å, forces in eV/Å.

Results
- 2S+1: 4
- Orbital gap (alpha / beta): 9.69 / 4.47 eV
- HOMO energy (alpha / beta): -15.5 / -15.4 eV
- Charge: +2
- Maximum force: 4.78 eV/A
- Lowest unoccupied orbital energy (alpha / beta): -5.79 / -10.94 eV


# C16H32MgO2P2

A molecular structure, C16H32MgO2P2 (ωB97M-V/def2-TZVPD, OMol25).

```
53
Properties=species:S:1:pos:R:3:forces:R:3:nbo_charge:R:1
P 1.5891 -1.3629 -1.4723 0.4 -2.7 1.6 1.615
P -2.1269 -1.1688 0.1838 1.8 -2.8 0.9 1.344
C 0.3130 -2.3405 -0.7023 0.2 -1.4 -1.6 -0.871
C -1.1146 -1.9683 -1.1290 -0.6 -0.3 0.0 -0.718
H 0.4669 -2.2155 0.4353 0.2 0.6 -0.2 0.346
H 0.5261 -3.4017 -0.9229 -0.3 0.2 -0.1 0.236
H -1.1707 -1.3080 -2.0168 0.1 -0.4 0.3 0.219
H -1.6558 -2.9076 -1.3237 0.0 0.3 -0.4 0.228
C -2.6613 -2.6850 1.1087 -0.3 0.0 0.1 -0.952
H -3.3612 -2.4697 1.9352 0.3 0.1 -0.3 0.243
H -1.8200 -3.2751 1.5249 -0.3 0.7 -0.3 0.264
H -3.1847 -3.3287 0.4008 -0.1 -0.1 0.0 0.216
C -3.6145 -0.6255 -0.6529 -0.6 0.0 -0.5 -0.972
H -4.2598 -1.5205 -0.7271 0.0 0.5 -0.1 0.245
H -3.3382 -0.2900 -1.6668 -0.2 0.0 0.4 0.245
H -4.1276 0.1711 -0.0930 0.1 -0.3 -0.3 0.254
C 3.1508 -2.2188 -1.0925 0.2 -0.4 -0.6 -0.959
H 4.0212 -1.5448 -1.1510 -0.5 -0.1 0.0 0.262
H 3.2872 -3.0114 -1.8340 0.1 -0.1 0.1 0.221
H 3.1458 -2.6662 -0.0874 -0.3 0.4 -0.3 0.274
C 1.4267 -1.2059 -3.2363 0.1 -0.4 -0.9 -1.003
H 0.3729 -1.1874 -3.5340 0.2 0.0 0.0 0.248
H 1.9180 -2.0812 -3.6900 -0.3 0.3 -0.1 0.254
H 1.9271 -0.2969 -3.5940 -0.1 -0.1 0.1 0.258
Mg -1.7406 4.0010 -0.5727 0.5 0.3 0.4 1.582
C -0.8062 -0.4854 1.4375 0.4 0.7 2.5 -0.383
C 0.2922 -1.4033 1.8925 -1.6 -0.3 0.3 -0.535
C 1.5916 -0.8800 2.4710 0.1 0.4 0.9 -0.397
C 1.9965 0.5175 1.9503 0.6 -1.5 1.5 -0.418
C 2.4892 0.3177 0.6140 1.5 0.6 -1.6 -0.613
C 1.7746 0.1147 -0.6159 -2.0 5.0 0.6 -0.596
C 0.3131 0.8862 -0.5391 1.7 0.2 -0.6 -0.422
C -0.5093 0.8619 0.7504 -0.1 0.4 0.9 -0.430
C 0.1876 4.5137 -1.0724 0.3 -0.2 -1.0 -1.323
H -1.5039 -0.2837 2.3017 0.1 0.1 -0.9 0.204
H -0.0430 -2.3662 2.3773 -0.1 1.2 -0.2 0.181
H 2.4512 -1.5749 2.2550 -0.6 0.6 0.2 0.182
H 1.5641 -0.7702 3.5836 -0.5 -0.5 -0.2 0.163
H 1.2583 1.2985 2.1839 0.4 -0.4 0.0 0.165
H 2.8679 0.8118 2.5459 0.0 0.0 0.0 0.207
H 3.5587 0.1770 0.5509 0.2 0.1 -0.1 0.179
H 2.3507 0.6617 -1.3983 -0.2 0.2 -0.4 0.191
H -0.3105 0.6367 -1.4301 0.1 0.0 0.4 0.155
H 0.5708 1.9528 -0.6393 0.1 -0.6 -0.2 0.248
H -0.1172 1.5680 1.5116 -0.4 -0.5 -1.0 0.244
H -1.4847 1.3082 0.4795 0.1 -0.2 0.1 0.175
H 0.2832 5.3060 -1.8390 0.0 -0.4 0.4 0.214
H 0.7455 3.6267 -1.3966 0.2 0.5 0.0 0.197
H 0.5821 4.8895 -0.1146 -0.1 -0.2 -0.3 0.220
O -2.1236 5.6341 0.5619 -0.2 -1.3 1.4 -0.794
C -2.0062 4.8226 1.5470 -0.7 -0.4 -1.2 0.611
O -2.0142 3.5369 1.3993 -0.1 1.9 -0.3 -0.828
H -1.9272 5.2300 2.5422 0.2 0.1 0.5 0.125
```
Positions in Å, forces in eV/Å.

Results
- 2S+1: 1
- Orbital gap (alpha / beta): 3.04 / 3.06 eV
- HOMO energy (alpha / beta): -3.9 / -3.9 eV
- Maximum force: 5.42 eV/A
- ΔE to the lowest compared entry with this formula, charge and spin: 106.77 kcal per mole
- Lowest unoccupied orbital energy (alpha / beta): -0.90 / -0.87 eV


> Among the records above, which one has the lowest maximum force?

C16H32Cl16